# 1
Computed, not measured: a cluster of 2 separate species, C3H10OS in total, with ωB97M-V with the def2-TZVPD basis set.

Results
SMILES = CCCS.O
E_HOMO = -9.298 eV
ΔE to the lowest compared entry with this formula, charge and spin = 16.5 kJ/mol
Kohn-Sham gap = 10.08 eV
total energy = -593.71085 Eh

CARTESIAN COORDINATES (ANGSTROEM)
C 1.296 0.880 2.258
C 0.784 0.295 0.940
C 0.259 1.373 -0.025
S -0.642 0.628 -1.439
H 1.765 0.096 2.834
H 1.931 1.741 2.109
H 0.457 1.305 2.808
H -0.029 -0.390 1.179
H 1.566 -0.247 0.392
H -0.455 2.004 0.472
H 1.117 1.869 -0.441
H -0.011 -0.545 -1.376
O -1.084 -3.162 -0.300
H -1.138 -2.355 0.242
H -0.569 -2.885 -1.075

# 2
Computed, not measured: a structure of composition C11H22NOS, with ωB97M-V with the def2-TZVPD basis set.

Results
E_HOMO = -13.000 eV
ΔE to the lowest compared entry with this formula, charge and spin = 163.8 kJ/mol
charge = +1
Kohn-Sham gap = 10.13 eV
total energy = -960.18047 Eh

CARTESIAN COORDINATES (ANGSTROEM)
C 1.679 -0.792 2.075
C -3.355 0.348 -1.306
C -2.180 1.435 -1.528
C -3.239 -0.164 0.133
C -0.882 0.776 -1.410
C -1.964 -0.974 0.184
C -0.778 -0.036 -0.111
C 1.706 1.346 0.880
C 0.694 -2.089 -0.374
C 4.476 0.123 1.352
C 1.625 -0.119 0.766
N 0.597 -0.647 -0.169
O 2.181 -0.377 3.066
S 3.371 -0.849 0.350
H 1.316 -1.809 2.002
H -4.241 0.773 -1.461
H -3.249 -0.423 -2.072
H -2.364 1.848 -2.515
H -2.446 2.286 -0.811
H -3.016 0.638 0.892
H -4.161 -0.675 0.557
H -0.671 0.148 -2.240
H -0.133 1.461 -1.324
H -1.691 -1.295 1.149
H -2.126 -1.782 -0.577
H -0.803 0.725 0.732
H 2.412 1.828 0.086
H 2.371 1.582 1.766
H 0.776 2.010 0.946
H 0.231 -2.552 0.468
H 0.241 -2.378 -1.330
H 1.723 -2.440 -0.483
H 5.334 0.239 0.677
H 4.721 -0.433 2.265
H 4.131 1.059 1.669
H 0.914 -0.303 -1.025

# 3
Computed, not measured: a structure of composition C15H19N7O4SSeTcTe, with ωB97M-V with the def2-TZVPD basis set.

Results
E_HOMO (spin up / spin down) = -14.899 / -14.747 eV
ΔE to the lowest compared entry with this formula, charge and spin = 0.0 kJ/mol
charge = +2
2S+1 = 4
⟨S²⟩ = 3.873
Kohn-Sham gap (spin up / spin down) = 7.33 / 5.42 eV
total energy = -4414.85873 Eh

CARTESIAN COORDINATES (ANGSTROEM)
Tc 1.393 2.089 -0.287
C -2.773 -4.097 2.822
C -1.356 -3.651 2.490
S -1.300 -2.343 1.305
O 0.034 -1.755 1.324
O -2.419 -1.448 1.490
C -1.509 -3.149 -0.274
C -1.709 -2.147 -1.414
N -0.516 -1.293 -1.589
C -0.414 -0.043 -1.119
N 0.845 0.375 -1.212
C 1.590 -0.612 -1.808
C 0.740 -1.637 -2.043
N 1.089 -2.909 -2.636
O 0.216 -3.753 -2.694
O 2.206 -2.987 -3.083
C -1.478 0.803 -0.516
H -2.721 -4.990 3.442
H -3.347 -4.347 1.930
H -3.308 -3.322 3.365
H -0.741 -4.453 2.076
H -0.823 -3.241 3.351
H -2.389 -3.789 -0.211
H -0.630 -3.771 -0.439
H -2.542 -1.479 -1.208
H -1.901 -2.678 -2.341
H 2.644 -0.545 -2.007
H -2.382 0.825 -1.124
H -1.132 1.847 -0.472
H -1.752 0.465 0.482
C 0.068 0.996 3.087
Te 1.854 0.625 1.998
C 3.037 2.076 3.001
H 0.284 0.740 4.122
H -0.701 0.336 2.695
H -0.222 2.040 3.008
H 2.595 3.064 2.911
H 4.029 2.054 2.557
H 3.092 1.777 4.044
N 0.704 3.433 -1.588
C 0.316 4.273 -2.285
C -0.156 5.275 -3.131
C -1.474 5.743 -2.947
N -2.550 6.127 -2.791
C 0.699 5.776 -4.134
N 1.400 6.189 -4.951
Se 5.920 2.772 -1.472
C 4.317 2.478 -1.028
N 3.174 2.259 -0.698

# 4
Computed, not measured: a structure of composition C34H37AsN5O5S2Y, with ωB97M-V with the def2-TZVPD basis set.

Results
E_HOMO = -7.318 eV
ΔE to the lowest compared entry with this formula, charge and spin = 230.9 kJ/mol
Kohn-Sham gap = 6.79 eV
total energy = -5038.38803 Eh

CARTESIAN COORDINATES (ANGSTROEM)
Y 0.613 0.932 0.525
C 3.092 -1.844 3.240
O 4.335 -1.574 2.613
C 4.356 -1.628 1.241
C 5.400 -2.308 0.656
C 5.556 -2.352 -0.731
C 4.633 -1.715 -1.521
C 3.549 -1.018 -0.957
C 2.623 -0.419 -1.885
N 1.514 0.179 -1.634
N 0.881 0.691 -2.781
C -0.149 0.052 -3.171
O -0.590 -1.033 -2.502
C -0.839 0.557 -4.389
C -2.207 0.817 -4.401
C -2.801 1.349 -5.535
C -2.039 1.617 -6.663
C -0.675 1.363 -6.651
C -0.075 0.840 -5.517
C 3.403 -0.925 0.452
O 2.459 -0.231 1.001
H 2.560 -2.645 2.719
H 2.460 -0.957 3.262
H 3.322 -2.168 4.255
H 6.107 -2.800 1.313
H 6.389 -2.885 -1.168
H 4.727 -1.745 -2.601
H 2.911 -0.497 -2.934
H -2.799 0.639 -3.512
H -3.862 1.564 -5.532
H -2.506 2.033 -7.547
H -0.074 1.580 -7.525
H 0.991 0.660 -5.489
C 5.200 2.767 -0.395
S 4.121 4.183 -0.719
C 2.657 3.564 0.114
S 1.184 3.432 -0.745
N 2.873 3.246 1.354
N 1.771 2.636 1.922
C 1.462 3.028 3.088
C 0.282 2.448 3.728
C -0.265 3.010 4.875
C -1.445 2.490 5.376
C -2.049 1.438 4.707
C -1.427 0.935 3.573
N -0.277 1.402 3.106
H 6.175 3.010 -0.816
H 4.814 1.872 -0.882
H 5.297 2.597 0.674
H 2.025 3.815 3.583
H 0.225 3.853 5.344
H -1.896 2.910 6.266
H -2.985 1.015 5.042
H -1.882 0.136 2.999
C -0.374 -2.403 3.329
C -0.823 -2.106 1.925
O -0.260 -1.246 1.270
C -1.973 -2.851 1.357
C -2.524 -3.960 1.998
C -3.619 -4.605 1.450
C -4.182 -4.132 0.272
C -3.642 -3.023 -0.366
C -2.533 -2.389 0.166
H 0.315 -1.628 3.652
H 0.141 -3.367 3.348
H -1.220 -2.468 4.013
H -2.094 -4.328 2.921
H -4.039 -5.472 1.943
H -5.048 -4.627 -0.149
H -4.092 -2.650 -1.277
H -2.100 -1.523 -0.317
C -1.559 -1.891 -3.108
As -2.877 1.206 -0.635
C -4.237 1.297 0.790
C -3.000 3.077 -1.210
O -1.445 1.323 0.353
H -2.566 -1.516 -2.927
H -1.439 -2.860 -2.629
H -1.391 -1.986 -4.179
H -5.217 1.482 0.346
H -3.995 2.102 1.486
H -4.273 0.348 1.326
H -3.956 3.246 -1.712
H -2.193 3.290 -1.911
H -2.910 3.741 -0.351